Record 1
The following is a DFT calculation (ωB97M-V/def2-TZVPD) of a structure of composition C16H22AlBr3Cl2F2O11SV in a non-equilibrium geometry.

```
59
Properties=species:S:1:pos:R:3:forces:R:3
C -1.0484 2.9193 -1.2892 -0.42 0.49 -0.30
C -1.3630 1.4750 -1.3388 0.45 0.56 0.27
Br -1.8946 0.8576 -3.0117 -0.39 -0.78 -0.19
C -1.3202 0.6168 -0.3199 -0.15 -0.78 -0.31
Br -1.8336 -1.1679 -0.6630 -0.58 -0.27 -0.40
C -0.9069 0.8170 1.0755 0.33 0.15 0.55
C 0.6056 1.0834 1.4254 -0.09 1.17 0.94
C 0.9367 -0.0162 2.4183 1.07 -0.30 -0.84
C 0.9267 -1.3169 1.6692 -0.10 -0.81 0.96
F 0.9026 -2.3181 2.6108 0.06 -0.47 0.25
C 1.6016 1.1770 0.2969 0.39 -0.19 -0.33
O 1.6432 0.0225 -0.5843 -0.37 0.19 0.01
O 2.9978 -0.3950 -0.7375 0.23 -0.32 0.51
C 0.8299 2.4314 2.1683 -0.88 -1.21 0.16
C -0.0783 2.6413 3.4178 1.14 0.92 0.32
C 0.5768 2.3234 4.7845 -0.25 -1.08 -0.57
C -0.4677 1.7492 5.7235 -1.64 1.85 1.29
O -1.3307 2.4281 6.2311 1.73 -1.60 -0.93
Br -0.3116 -0.1512 6.0610 -0.05 0.22 -0.07
O -1.3245 1.9418 3.3788 0.24 -0.78 -0.61
S -2.0354 1.8892 1.9680 -0.15 0.56 -0.14
O -3.2549 1.2192 2.1139 -0.80 -0.85 0.27
O -2.0272 3.2036 1.4301 0.52 0.69 -0.41
H -1.9782 3.4755 -1.2852 -0.26 0.24 0.11
H -0.4987 3.2666 -2.1536 0.25 -0.15 -0.31
H -0.5211 3.2161 -0.3994 0.14 -0.06 0.41
H -1.1209 -0.1489 1.5488 -0.34 0.18 0.25
H 0.1829 -0.0534 3.1876 -0.22 -0.11 0.33
H 1.9099 0.1410 2.8805 0.13 0.10 0.19
H -0.0030 -1.3847 1.1141 0.54 -0.51 -0.29
H 1.7957 -1.5278 1.0534 0.10 0.11 -0.07
H 2.5746 1.2602 0.7675 0.31 -0.02 0.13
H 1.5028 2.0623 -0.3224 -0.36 0.20 -0.18
H 3.3110 -0.7281 0.1275 -0.16 -0.18 0.02
H 0.8296 3.2903 1.5169 0.00 0.31 -0.09
H 2.0531 2.2860 2.4726 -0.96 0.78 0.34
H -0.2915 3.6993 3.4539 -0.36 0.30 -0.20
H 0.9875 3.2302 5.1740 0.04 0.53 0.47
H 1.3891 1.6241 4.6780 0.21 -0.29 -0.03
Al 3.6343 0.8845 -2.1390 1.15 0.94 -0.80
Cl 3.0559 3.4329 3.1893 0.51 -0.15 -0.21
F -1.7219 -1.9666 1.4533 -0.46 0.70 -0.69
C -1.9644 -5.4824 -5.6699 0.04 -0.28 0.26
C -2.5178 -4.3527 -4.8425 0.17 -0.26 -0.34
C -1.5265 -3.2844 -4.4550 -0.05 0.29 -0.06
O -2.1466 -2.7315 -3.2789 0.24 -0.34 0.02
C -2.8615 -3.7434 -2.7032 -0.07 -0.25 -0.24
O -3.3302 -3.6941 -1.6151 0.09 0.26 0.25
O -2.9500 -4.7971 -3.5402 -0.03 0.27 0.03
H -2.6949 -6.2850 -5.7542 -0.06 0.05 -0.07
H -1.7148 -5.1325 -6.6710 -0.03 0.04 0.00
H -1.0700 -5.9067 -5.2123 0.03 0.06 0.02
H -3.3859 -3.9144 -5.3427 0.02 0.09 0.06
H -1.3926 -2.5223 -5.2195 -0.13 0.15 0.14
H -0.5542 -3.6910 -4.1674 -0.02 -0.14 -0.08
Cl -3.9143 -0.2767 -3.9138 0.29 0.25 0.25
O 9.3005 2.3532 -0.4914 -2.08 -0.42 -0.55
V 7.7198 2.1159 -0.9132 1.81 0.60 0.54
O 6.0886 1.8553 -1.3560 -0.76 -0.65 -0.03
```
Forces are in eV/Å.

The value obtained for the LUMO energy is -8.92 eV. For the total energy, the calculation gives -323172.9819 eV. The calculation puts the HOMO energy at -10.89 eV. Its multiplicity is 1. As for the HOMO-LUMO gap: 2.0 eV. Its net charge is +1.

Record 2
The following is a DFT calculation (ωB97M-V/def2-TZVPD) of a structure of composition C16H22B2F4KN9O7S.

```
62
Properties=species:S:1:pos:R:3:forces:R:3
K -0.4330 0.2467 -0.6701 -0.02 0.29 -0.54
C -0.2525 -4.0494 1.6525 0.01 -0.01 0.02
C -0.5311 -2.6580 1.1752 -0.03 0.04 0.08
N 0.1589 -2.0429 0.2973 0.05 -0.23 0.12
O 1.2342 -2.6854 -0.2094 0.07 0.03 -0.01
B 2.0969 -1.7588 -0.9900 0.11 -0.05 0.10
F 3.0482 -2.4949 -1.6322 -0.04 0.02 0.01
F 1.3165 -0.9633 -1.8665 0.22 -0.34 -0.18
O 2.8485 -0.7736 -0.0951 0.02 -0.03 -0.02
N 1.9948 0.0276 0.5223 0.03 -0.09 0.04
C 2.4628 1.0424 1.1490 -0.03 0.02 0.06
C 3.8829 1.4972 1.2003 0.02 0.03 0.01
C 1.3470 1.8277 1.7189 -0.09 -0.05 0.05
N 0.4151 1.2299 2.4010 -0.04 -0.16 0.17
O -0.7397 1.8041 2.7127 0.14 -0.01 0.02
B -2.0668 0.9954 3.1435 0.00 0.00 -0.01
F -2.9190 2.0496 3.3969 0.05 -0.09 -0.04
F -1.7486 0.2630 4.2665 0.06 0.03 0.08
O -2.6371 0.1865 2.0839 -0.05 0.12 -0.05
N -1.7210 -0.6241 1.3930 0.09 -0.08 0.49
C -1.6011 -1.8202 1.8248 0.01 -0.11 -0.05
C -2.3757 -2.4178 2.9556 -0.03 -0.07 -0.03
C 1.2182 3.2841 1.4449 -0.01 -0.02 -0.04
H 0.3504 -4.5706 0.9139 0.01 0.01 0.00
H -1.1761 -4.6025 1.8229 0.01 0.01 -0.01
H 0.3072 -4.0333 2.5920 0.00 0.01 -0.02
H 4.4795 0.8409 0.5720 0.00 -0.01 0.01
H 4.2654 1.4693 2.2202 0.00 -0.01 0.01
H 3.9784 2.5197 0.8285 0.00 0.00 0.01
H -3.0245 -1.6864 3.4209 0.00 0.01 -0.01
H -1.6894 -2.8205 3.7028 -0.01 0.03 0.01
H -2.9729 -3.2548 2.5863 0.02 0.01 0.00
H 2.0692 3.7790 1.9199 -0.01 0.01 0.01
H 0.2922 3.6944 1.8316 -0.01 0.00 0.01
H 1.2998 3.4692 0.3728 0.00 -0.01 -0.01
C -1.5498 -0.0945 9.2070 0.00 -0.01 0.01
C -0.7156 -0.1048 7.9582 0.00 0.01 -0.01
C -0.4287 -1.2973 7.2992 0.00 -0.01 0.00
C 0.3292 -1.3069 6.1415 -0.01 -0.02 0.00
C 0.8009 -0.1008 5.6481 -0.09 -0.01 -0.02
C 0.5347 1.1051 6.2833 0.01 0.04 -0.04
C -0.2204 1.0912 7.4377 -0.04 -0.01 0.02
S 1.7570 -0.1050 4.1990 0.01 0.07 -0.09
O 2.5215 1.0990 4.1284 0.00 0.03 -0.05
O 2.3042 -1.3930 3.9691 -0.01 -0.03 0.00
O 0.6313 -0.0179 2.9262 0.00 0.10 -0.01
H -1.7057 -1.1019 9.5891 0.00 0.01 -0.01
H -2.5279 0.3478 9.0084 0.01 0.00 -0.01
H -1.0743 0.4996 9.9882 -0.01 0.00 -0.01
H -0.7976 -2.2322 7.7023 0.00 0.01 -0.01
H 0.5667 -2.2325 5.6339 -0.01 0.03 0.00
H 0.9206 2.0320 5.8804 -0.01 -0.03 0.00
H -0.4334 2.0236 7.9463 0.00 -0.01 0.00
N -4.4014 2.1225 0.6831 0.18 -0.05 0.05
N -3.3638 2.4042 -0.1926 0.00 -0.01 -0.02
N -2.8461 3.6012 -0.3223 -0.02 -0.08 -0.09
C -1.9562 3.3878 -1.2904 -0.04 -0.03 0.02
N -1.9452 2.1170 -1.7033 -0.36 0.47 -0.07
N -2.8741 1.4990 -0.9884 -0.07 0.24 0.05
H -4.3288 2.8235 1.4146 -0.05 0.08 -0.01
H -4.1375 1.2383 1.1240 -0.01 -0.05 -0.01
H -1.3246 4.1622 -1.6911 -0.01 -0.02 0.01
```
Forces are in eV/Å.

The value obtained for the LUMO energy is -0.58 eV. For the total energy, the calculation gives -84077.5766 eV. The calculation puts the HOMO energy at -8.78 eV. As for the energy relative to the best compared isomer or geometry (same formula, charge and spin): 0.000 eV. Its multiplicity is 1. As for the HOMO-LUMO gap: 8.2 eV.

Record 3
The following is a DFT calculation (ωB97M-V/def2-TZVPD) of a structure of composition C16H22Cl2O2PbSe in a non-equilibrium geometry.

```
44
Properties=species:S:1:pos:R:3:forces:R:3
C -0.9106 -1.7710 -2.1565 1.95 2.11 -1.62
C -0.3522 -0.5574 -2.6397 -0.51 -3.64 0.50
C -1.0952 0.5242 -2.0854 -2.85 -0.07 2.38
C 0.7188 -0.4312 -3.6438 0.31 0.07 0.09
C -2.1166 -0.0202 -1.2628 1.34 1.14 -1.56
C -1.9818 -1.4416 -1.2733 -0.26 0.04 -0.25
C -2.8375 -2.3901 -0.5534 0.08 0.19 0.04
C -0.4200 -3.1011 -2.5528 -0.01 -0.64 -0.05
C -0.8429 1.9509 -2.3500 0.06 0.32 0.10
C -3.2326 0.6986 -0.6275 -0.31 0.29 0.40
Pb 0.3531 -1.8296 1.8770 -0.81 0.23 0.30
Cl 1.6304 -0.0610 0.2309 -0.21 -0.29 -0.34
Cl 0.3443 -3.8769 0.2721 1.25 -0.76 -0.76
O -1.2568 -0.3841 1.6590 -1.09 0.69 1.55
H 1.4252 -1.2488 -3.5513 0.14 -0.19 -0.02
H 1.2736 0.4931 -3.5030 0.08 0.14 -0.04
H 0.3274 -0.4415 -4.6644 -0.07 0.00 -0.17
H 0.2128 2.1696 -2.1669 -0.02 0.07 -0.08
H -1.4300 2.5677 -1.6680 0.03 0.06 -0.13
H -1.0846 2.2334 -3.3867 0.06 -0.02 0.12
H -2.9478 1.7432 -0.4667 -0.23 -0.07 0.11
H -3.4458 0.2429 0.3448 0.00 0.21 -0.03
H -4.1592 0.6750 -1.2383 0.31 0.02 0.20
H -3.1494 -1.9305 0.3893 -0.04 -0.13 0.04
H -2.2952 -3.3064 -0.2873 -0.03 0.08 0.03
H -3.7424 -2.6553 -1.1320 0.22 0.08 0.04
H 0.6775 -3.1408 -2.5075 -0.27 -0.09 0.01
H -0.7354 -3.3673 -3.5688 -0.01 0.00 -0.12
H -0.7938 -3.8559 -1.8582 0.14 0.02 -0.30
H -1.7435 -0.2821 2.5353 1.04 -0.55 -1.65
O -1.6986 -3.2562 1.9097 -0.21 -0.88 1.58
H -1.5531 -4.2138 2.1694 0.00 1.70 -0.54
Se 2.4264 -0.4140 4.0992 -0.57 -2.14 0.91
C 2.7386 1.2557 3.4889 0.63 1.73 -0.68
C 3.9051 1.5272 2.7384 -0.70 0.35 0.24
C 4.2090 2.8174 2.3535 -0.32 0.49 0.38
C 3.3924 3.8916 2.7434 0.42 -0.51 -0.26
C 2.2508 3.6237 3.4919 0.45 0.88 -0.29
C 1.9099 2.3448 3.8232 0.44 -0.82 0.00
H 4.5467 0.7027 2.4984 0.20 -0.24 -0.19
H 5.1135 3.0143 1.8001 0.16 0.02 -0.21
H 3.6627 4.9008 2.4563 -0.06 0.05 0.07
H 1.6695 4.4564 3.8577 -0.32 0.12 -0.05
H 1.0372 2.1439 4.4060 -0.45 -0.09 0.26
```
Forces are in eV/Å.

The value obtained for the LUMO energy (alpha / beta) is 2.72 / 2.72 eV. For the total energy, the calculation gives -116681.1642 eV. The calculation puts the HOMO energy (alpha / beta) at -0.18 / -0.18 eV. As for the energy relative to the best compared isomer or geometry (same formula, charge and spin): 0.376 eV. Its multiplicity is 1. As for the HOMO-LUMO gap (alpha / beta): 2.9 / 2.9 eV. Its net charge is -2.

Record 4
The following is a DFT calculation (ωB97M-V/def2-TZVPD) of a structure of composition C16H22Cl2O2Re in a non-equilibrium geometry.

```
43
Properties=species:S:1:pos:R:3:forces:R:3
C -0.5704 1.2788 -1.9427 0.29 -0.39 -0.57
C -1.4215 0.1931 -1.5540 -0.26 0.41 -0.96
C -0.6094 -0.9325 -1.2402 0.70 -1.05 0.03
C -2.9046 0.1813 -1.7258 0.07 -0.11 0.48
C 0.7611 -0.6004 -1.5212 -0.53 -0.29 -0.78
C 0.7759 0.7461 -1.9742 1.18 0.53 -2.85
C 1.9596 1.4723 -2.5126 0.20 -1.19 -2.99
C -1.0449 2.6350 -2.3515 0.10 -0.14 -0.14
C -1.1174 -2.3011 -0.9189 -0.20 0.26 -0.14
C 1.9322 -1.5406 -1.5385 -0.35 -0.02 0.14
Re 0.0363 0.7459 0.0011 -1.48 0.11 1.53
Cl -2.1147 0.4945 1.1999 -2.08 -0.33 0.93
Cl -0.3063 2.8952 1.0497 -0.45 1.37 0.73
O 1.5616 0.4847 1.2019 2.87 -0.19 0.58
H -3.3375 1.1401 -1.4516 -0.10 0.02 0.12
H -3.3571 -0.5937 -1.1060 -0.07 0.13 0.05
H -3.1569 -0.0237 -2.7662 -0.01 -0.04 -0.30
H -1.8722 -2.2505 -0.1393 -0.12 -0.01 0.21
H -0.3179 -2.9595 -0.5913 0.08 -0.08 0.03
H -1.5861 -2.7389 -1.8069 -0.01 -0.12 -0.07
H 1.7889 -2.3609 -0.8228 0.13 0.20 -0.04
H 2.8693 -1.0197 -1.3241 -0.13 -0.09 0.04
H 2.0130 -1.9837 -2.5413 0.09 0.05 0.10
H 2.8779 0.9309 -2.2252 -0.17 0.34 -0.44
H 1.9908 2.5033 -1.8428 0.05 -1.15 -0.40
H 1.8776 1.6047 -3.6011 0.05 -0.53 -0.33
H -1.9314 2.9201 -1.7716 0.25 0.00 -0.06
H -1.3163 2.5956 -3.4112 -0.06 0.25 -0.16
H -0.2611 3.3831 -2.2011 -0.12 -0.15 0.02
H 2.2670 -0.1438 0.9641 -0.61 0.33 0.11
O 1.8194 2.4051 -0.6311 1.04 3.41 3.28
H 1.7516 3.3247 -0.3191 -0.24 -0.51 0.72
C 0.1330 -1.6408 4.8233 -0.03 -0.04 0.14
C -0.0822 -2.4281 3.6898 0.19 0.56 -0.26
C -0.1157 -1.8288 2.4174 0.26 0.06 0.71
C 0.0620 -0.4532 2.3234 -0.52 -1.21 -0.03
C 0.2143 0.3413 3.4358 0.32 -0.01 1.43
C 0.2767 -0.2513 4.7076 -0.16 0.11 -1.02
H 0.1852 -2.0959 5.8064 -0.03 -0.11 0.03
H -0.2170 -3.5014 3.7863 -0.01 -0.05 0.05
H -0.2955 -2.4255 1.5291 0.00 0.02 0.12
H 0.3387 1.4140 3.3182 -0.07 -0.10 -0.02
H 0.4438 0.3840 5.5783 -0.07 -0.20 -0.03
```
Forces are in eV/Å.

The value obtained for the LUMO energy (alpha / beta) is 5.44 / 5.42 eV. For the total energy, the calculation gives -48213.5009 eV. The calculation puts the HOMO energy (alpha / beta) at 1.18 / 0.59 eV. As for the energy relative to the best compared isomer or geometry (same formula, charge and spin): 0.141 eV. Its multiplicity is 4. As for the HOMO-LUMO gap (alpha / beta): 4.3 / 4.8 eV. Its expectation value of S² is 3.78. Its net charge is -2.

Record 5
The following is a DFT calculation (ωB97M-V/def2-TZVPD) of a structure of composition C16H22Cl3FeN4O2PS4 in a non-equilibrium geometry.

```
53
Properties=species:S:1:pos:R:3:forces:R:3
Fe -0.0163 -0.1159 0.0889 -0.45 0.21 -0.04
C 2.7990 -1.2123 4.3059 0.00 -0.01 0.03
S 3.3795 0.1256 3.2512 -0.06 -0.01 -0.04
C 2.2226 0.1456 1.9623 0.19 0.43 -0.18
S 0.9097 -1.0138 1.8932 -0.21 0.21 -0.46
N 2.4435 1.0749 1.0709 -0.01 -0.29 0.33
N 1.5235 1.0461 0.0714 -0.39 0.00 0.20
C 1.6433 1.8478 -0.9195 -0.02 -0.07 0.02
C 0.6013 1.7491 -1.9352 -0.13 0.06 -0.09
C 0.5239 2.5764 -3.0431 0.11 -0.04 0.15
C -0.5212 2.3981 -3.9345 -0.07 -0.04 -0.02
C -1.4514 1.4003 -3.6942 0.03 0.02 -0.05
C -1.3105 0.6144 -2.5639 -0.03 -0.12 0.08
N -0.3097 0.7773 -1.7042 0.11 0.17 0.20
H 3.4830 -1.2138 5.1532 -0.01 -0.01 -0.01
H 2.8552 -2.1713 3.7981 0.01 -0.01 0.00
H 1.7893 -1.0254 4.6609 0.00 0.01 0.02
H 2.4655 2.5522 -0.9735 -0.01 -0.02 -0.01
H 1.2680 3.3466 -3.1917 -0.01 -0.01 0.01
H -0.6084 3.0307 -4.8075 0.00 0.00 0.01
H -2.2774 1.2269 -4.3694 0.00 0.00 0.02
H -2.0180 -0.1712 -2.3297 0.00 0.03 0.01
Cl -1.4903 -5.3784 -1.0394 0.01 0.04 0.00
C -2.3465 -4.0521 -0.2574 -0.17 -0.21 0.02
Cl -2.5827 -4.3713 1.4613 0.03 0.04 -0.03
Cl -3.8934 -3.7400 -1.0551 0.06 0.02 0.01
C -1.5256 -2.8445 -0.3771 0.16 0.05 -0.17
N -0.8852 -1.9033 -0.4748 -0.31 0.24 0.43
C -2.5659 3.2447 3.7939 -0.01 0.02 0.00
C -3.7906 3.2123 2.9071 0.09 0.05 -0.06
C -4.6499 1.9829 3.1056 -0.02 0.04 -0.03
O -3.4650 3.3433 1.4724 -0.34 -0.34 0.04
P -2.2583 2.8145 0.6247 1.73 1.02 0.28
S -0.4931 3.5481 0.9895 -0.31 0.32 -0.17
S -1.9764 0.8321 0.9815 0.32 -1.68 -0.12
O -2.6842 3.1097 -0.8554 -0.43 -0.08 -0.35
C -4.0138 3.0282 -1.4743 0.12 0.01 0.10
C -4.7256 1.7401 -1.1161 0.00 0.01 -0.03
C -4.8143 4.2728 -1.1598 -0.02 0.02 -0.04
H -2.8986 3.2242 4.8321 -0.03 0.00 0.01
H -1.9832 4.1505 3.6379 0.02 -0.04 -0.03
H -1.9275 2.3766 3.6264 0.02 0.02 -0.02
H -4.3871 4.1077 3.0759 -0.01 0.01 -0.01
H -4.0628 1.0712 2.9969 0.02 -0.03 -0.02
H -5.4759 1.9690 2.3946 0.00 -0.01 0.01
H -5.0713 2.0008 4.1110 0.02 -0.01 0.01
H -3.7599 3.0234 -2.5346 -0.02 -0.01 -0.03
H -4.9896 1.7171 -0.0582 0.02 -0.02 0.00
H -4.1081 0.8708 -1.3443 -0.02 -0.01 0.03
H -5.6478 1.6697 -1.6934 -0.01 0.01 -0.01
H -5.1361 4.2874 -0.1201 0.02 0.00 -0.01
H -5.6983 4.2939 -1.7983 -0.02 0.01 0.01
H -4.2260 5.1670 -1.3629 0.00 -0.01 0.02
```
Forces are in eV/Å.

The value obtained for the LUMO energy (alpha / beta) is -4.63 / -5.21 eV. For the total energy, the calculation gives -151583.8716 eV. The calculation puts the HOMO energy (alpha / beta) at -10.66 / -10.41 eV. Its multiplicity is 2. As for the HOMO-LUMO gap (alpha / beta): 6.0 / 5.2 eV. Its expectation value of S² is 1.13. Its net charge is +1.